20
Properties=species:S:1:pos:R:3:nbo_charge:R:1 method="wB97M-V/def2-TZVPD" orbital_gap_ev=4.02 e_above_lowest_kcal_mol=181.1 total_charge=0
H -0.1342 -0.4080 -2.1468 0.4972
O -0.4462 1.2494 -1.6638 -1.0272
H 2.7449 -1.9620 -1.3201 0.0068
H -0.2777 3.5773 -0.0555 0.2162
H 3.1467 -1.3441 -1.2250 -0.0072
O 0.2060 -1.3202 -2.2433 -0.9550
H 0.8409 0.4635 1.9616 0.2262
C 0.3080 2.7930 0.4613 -0.4515
C 0.2380 0.4871 1.0664 -0.2428
H -0.8693 1.7132 -2.3965 0.4625
H 0.7746 3.2906 1.3308 0.2008
H 1.0537 2.4524 -0.2662 0.2384
H -0.8460 1.4779 -0.2573 0.4268
H -1.3937 -0.5331 1.8502 0.2638
H -1.4044 -0.3586 0.0601 0.2630
N -0.5955 1.7219 0.8061 -0.4638
H 0.1499 -1.6260 -1.3272 0.4388
H 0.8595 0.3873 0.1679 0.2250
C -0.7756 -0.6713 0.9075 -0.6488
S 0.1388 -2.1450 0.9270 0.3308

***

88
Properties=species:S:1:pos:R:3:lowdin_charge:R:1 method="wB97M-V/def2-TZVPD" orbital_gap_ev=6.81 e_above_lowest_kcal_mol=0.0 total_charge=+2
O -1.3823 -2.3309 0.1660 -0.4343
C 4.7736 -1.4388 1.7248 0.0072
N -3.3368 -1.4225 -1.6720 0.1577
H -3.1210 -0.2150 2.9124 0.0714
H -1.3248 5.1607 -0.3130 0.0978
O -0.3935 -1.7304 2.2590 -0.2956
C 0.7008 3.6808 0.4268 -0.0939
N 0.9194 -2.3636 0.2786 -0.2023
H 1.6801 2.0058 2.3719 0.0608
C 0.8156 0.1337 -3.4511 -0.0462
H 0.7781 4.2696 1.3365 0.0742
H -1.0669 -0.1670 3.8669 0.0504
H -0.4846 0.9450 5.1008 0.0961
N 1.9604 -0.0060 -0.2303 -0.0289
C 1.0998 1.3737 3.0444 -0.1015
C -1.0506 0.8757 4.1670 -0.0921
H -0.0189 3.2547 4.6580 0.0970
H -4.5065 -0.1918 1.8281 0.0954
C -3.7904 2.3992 2.3903 -0.0719
H -2.0686 1.1905 4.3935 0.0694
C -0.3819 1.7863 3.1246 -0.6199
H -0.7944 -7.9457 2.8945 0.1246
C 2.5106 1.1293 -0.6552 -0.1317
C 4.0422 -0.5376 0.9140 -0.1293
H -3.7077 2.6064 -0.3253 0.0687
H -3.6211 3.4382 2.1077 0.0751
H -0.9103 -3.7450 3.7461 0.1247
H 2.3700 0.8793 -4.7120 0.1189
C -0.8868 -5.8856 3.4712 -0.0310
S -0.3305 -2.7012 1.1847 0.6358
N -1.2125 -0.5914 -2.2146 -0.0737
H 1.5007 -0.2791 -2.7261 0.0934
H 1.8993 1.7690 -1.2816 0.1037
H -4.8711 2.2265 2.3727 0.0972
C -3.1066 1.4151 1.4315 -0.6292
H -0.2596 -7.4740 0.5315 0.1231
C -0.4036 -6.6596 1.2272 -0.0352
H -1.5064 3.5574 3.7695 0.0790
C 3.8098 1.5105 -0.3360 -0.0007
C -2.5096 -0.7747 -2.4809 -0.6667
H -0.0521 -5.1234 -0.2387 0.1257
H 2.5226 -3.9573 1.8721 0.1268
H -2.9412 -0.7726 1.2562 0.0306
C 2.1889 -2.1413 0.8320 -0.2702
C 4.5625 0.6945 0.4748 0.0623
C -0.8174 2.6383 -1.2235 -0.1221
H 0.0509 3.9478 3.0478 0.0576
H -1.5979 1.3333 -6.2663 0.1257
C -1.4074 0.3922 -4.3404 -0.4373
H -1.8309 2.3440 -1.5006 0.0673
C -0.5560 -0.0186 -3.3215 -0.3375
Si -1.1843 1.6499 1.3717 0.7865
C -0.9276 1.0200 -5.4784 -0.0462
H 0.8425 1.7008 -6.4614 0.1219
H 4.1915 2.4470 -0.7155 0.1304
C 1.3019 0.7636 -4.5878 -0.0444
H 5.5630 0.9825 0.7718 0.1413
C 2.9281 -2.9852 1.6134 0.0253
Hf -0.2374 -0.4620 -0.2404 1.7079
C -0.2877 -5.3522 0.7927 -0.0450
H 1.2035 0.3295 2.7315 0.0518
H 5.7672 -1.1691 2.0556 0.1310
H 0.9726 4.3417 -0.4035 0.0996
C 0.4402 1.2172 -5.5829 -0.0452
H -2.6981 4.1475 0.1160 0.0616
H -0.4753 3.3877 -1.9445 0.1097
C -0.7764 -4.5689 3.0581 -0.0297
H 1.4538 2.9004 0.4919 0.0296
S -3.0527 -0.0876 -3.9723 1.1834
H 4.7492 -3.3272 2.7037 0.1252
C 2.7376 -0.8793 0.5092 -0.1566
H -1.1141 -6.1045 4.5050 0.1244
C 4.2103 -2.6314 2.0765 -0.0227
H -3.2758 0.9365 -0.7003 0.0322
C -0.7263 3.1563 0.2208 -0.6163
H -2.9867 -1.9883 -0.9131 0.0842
H -1.6329 4.7691 1.3746 0.0850
H 1.5517 1.4615 4.0370 0.0961
H -4.3141 -1.4889 -1.9044 0.1339
H -3.4613 2.2703 3.4193 0.0649
C -3.4277 -0.0209 1.8868 -0.1000
C -0.4745 3.2224 3.6639 -0.0758
H -4.7993 1.2999 0.1036 0.0978
C -3.7439 1.5828 0.0471 -0.1037
H -0.1619 1.7501 -1.4100 0.0023
C -0.4809 -4.3327 1.7206 -0.3137
C -0.7041 -6.9207 2.5616 -0.0210
C -1.6607 4.3666 0.3614 -0.0719

***

18
Properties=species:S:1:pos:R:3:nbo_charge:R:1 method="wB97M-V/def2-TZVPD" orbital_gap_ev=8.91 e_above_lowest_kcal_mol=67.5 smiles="CC1=C(NC=O)COC1" total_charge=0
C 0.0916 -1.6484 0.0549 -0.1014
N -1.5900 0.3418 -0.1010 -0.6093
O 1.4757 -1.6998 -0.1848 -0.5158
H 2.4637 -0.2718 -1.1056 0.1874
C 0.8615 0.5336 0.0795 -0.1203
H 1.0117 2.3294 -1.1552 0.2331
C 1.9691 -0.3853 -0.1316 -0.0719
H 1.7380 2.2589 0.5842 0.2253
H -1.8521 1.2835 -0.0710 0.4202
H 2.7406 -0.1724 0.7466 0.1649
H -0.2767 2.2664 0.5494 0.2018
O -3.7667 -0.1817 -0.1703 -0.5779
C -2.6203 -0.5080 0.0209 0.5339
H -0.0458 -2.0268 1.2225 0.1683
H -0.3964 -2.4331 -0.6329 0.2058
C -0.3240 -0.1580 -0.0274 0.1566
H -2.3197 -1.5019 0.3554 0.1178
C 0.8398 1.9735 -0.0335 -0.6186

***

110
Properties=species:S:1:pos:R:3:mulliken_spin:R:1 method="wB97M-V/def2-TZVPD" orbital_gap_ev="6.63 / 5.63" e_above_lowest_kcal_mol=17.4 s2=3.7622 total_charge=+2 multiplicity=4
C 1.0397 1.5758 4.0572 0.0348
H 1.6035 2.1433 4.7989 0.0006
Ti -0.4546 -0.3657 1.7363 1.7862
H -1.8446 0.8948 -4.1482 0.0060
C -0.3105 1.1498 4.6193 -0.0008
H 0.2797 1.8434 -2.6924 -0.0013
H -2.5123 3.5846 0.4793 0.0008
H 1.8627 -2.0735 2.8210 -0.0049
H -1.8255 -4.5953 4.4245 -0.0002
H 2.1294 5.1577 -1.6587 0.0000
H 6.1174 4.6017 -2.0881 0.0000
H 1.5578 -6.0435 1.2435 -0.0002
C 0.7536 1.6053 -3.6395 0.0462
C -0.1335 0.2399 5.8280 -0.0100
H 3.0654 6.3505 -2.4673 0.0000
H -4.8173 0.6017 0.3675 0.0000
H -1.0698 -3.0343 4.7912 0.0026
H 2.6721 -4.4289 2.7930 -0.0002
H 0.9079 2.1950 3.1672 -0.0024
N 3.9578 3.5451 -1.2193 0.0004
H 1.6407 -1.1053 -0.5379 -0.0360
H -5.3574 -1.4992 -4.5706 0.0031
H -1.6239 -1.9229 0.0140 0.0635
C -2.3422 -0.0611 -4.0516 0.0557
H -2.4785 -4.0420 1.5093 0.0026
H 0.3894 0.7593 6.6324 -0.0005
H -3.7193 -4.6607 2.5974 0.0000
C -2.8419 1.4506 0.5806 0.0310
H 2.8081 1.1365 -1.9982 -0.0016
C -3.7568 -2.6713 4.3989 -0.0008
N 2.9874 5.4085 -2.1250 0.0000
H -4.6234 -2.1683 3.9649 0.0007
C -3.2593 -3.7491 2.2134 -0.0043
N 0.4572 -2.3553 1.3433 -0.0867
H -1.3309 1.0278 -0.9075 0.1090
O 0.8222 0.8039 0.5058 0.0165
N 2.0039 -0.6816 -1.3892 0.1690
H 1.6349 0.6963 3.7870 -0.0063
C -1.6377 -1.1791 -3.5908 0.1372
H -0.6408 2.9633 5.7447 -0.0005
C -0.1294 -3.2137 0.5044 -0.0303
C -4.3611 1.5490 0.6606 0.0025
O -2.1921 -1.6768 2.8074 -0.0425
C 1.2584 -5.0042 1.2668 0.0097
C 0.8154 0.2872 -4.0874 0.0510
N -1.0857 -2.7035 -0.3645 0.0125
H -3.3753 -2.0565 5.2178 0.0000
C 1.4388 -0.0135 -5.2987 0.0199
H -0.2658 -5.2394 -0.2192 0.0004
H 5.4347 1.3867 0.8686 0.0001
H 3.6556 -0.1921 0.6130 0.0026
H -1.2974 3.0025 4.1019 -0.0008
H 2.9881 3.2596 -0.9502 0.0000
C -3.6736 -0.1820 -4.4051 -0.0338
C -1.1445 2.3719 4.9791 -0.0006
C 3.8869 0.4485 -0.2433 0.0231
C -2.1915 2.7339 1.0841 0.0243
C -2.6749 -2.9174 3.3507 0.0055
H -2.4873 2.9253 2.1170 -0.0019
C -3.6234 -2.5240 -3.8336 -0.0305
H -2.1200 2.0763 5.3684 0.0003
H -4.0203 -3.1754 1.6813 0.0005
H -1.1056 -0.0843 6.2043 0.0000
C 2.5927 0.6189 -1.0602 -0.0078
C -4.3161 -1.4083 -4.2913 0.0793
Ge -2.8600 0.0125 3.2590 -0.0064
H 5.5443 2.2049 -1.5814 0.0001
H 0.4046 -3.1499 -4.1872 0.0091
C 5.0623 2.7195 -0.7431 -0.0004
C 1.8821 -4.1074 2.1301 -0.0011
H -2.7154 1.9577 -1.5179 0.0020
O 1.5635 2.6861 -0.4094 0.0114
H -4.0930 -3.6189 4.8198 0.0003
H -1.7025 -3.4205 -0.7202 -0.0024
H -1.1024 2.6691 1.0349 -0.0054
H -4.7313 2.3341 -0.0003 -0.0002
C 4.5667 1.7120 0.2947 0.0028
C 0.9034 -2.5940 -3.3938 0.0762
H 1.4825 -1.0327 -5.6626 0.0013
H -1.7545 -3.2894 -3.1415 0.0103
C 0.2448 -4.5581 0.4498 -0.0101
H 0.8928 -3.1833 -2.4773 -0.0102
H 3.9095 2.2304 0.9980 0.0005
H -2.8938 0.2260 -1.1895 -0.0103
H 4.5995 -0.1019 -0.8662 -0.0014
C 1.9907 1.0052 -6.0594 -0.0001
C 1.4415 -2.8073 2.1417 0.0676
C -2.2917 -2.4116 -3.4777 0.0536
H -4.1212 -3.4821 -3.7662 -0.0001
N 5.2861 5.1458 -2.2339 0.0000
H 2.4647 0.7726 -7.0035 0.0003
H 1.2456 3.6437 -4.0667 -0.0001
H -4.6819 1.7832 1.6767 -0.0001
P 0.0712 -1.0156 -3.1041 0.3648
C 4.0911 4.6916 -1.8470 0.0001
H 2.7174 -1.2992 -1.7654 0.0019
C 1.9223 2.3196 -5.6160 0.0041
H 2.3467 3.1116 -6.2190 0.0001
O -0.9707 0.3939 3.5901 -0.0102
C 1.5619 1.4502 -0.2818 0.0688
C -1.5020 -3.6451 3.9964 0.0042
C -2.4176 1.1476 -0.8483 -0.0751
H 1.9359 -2.4039 -3.6805 -0.0015
H 5.3873 6.0418 -2.6774 0.0000
H 0.4387 -0.6495 5.5558 0.0044
C 1.3044 2.6189 -4.4092 0.0041
H -4.2123 0.6803 -4.7744 -0.0002
H 5.8069 3.3640 -0.2689 0.0000
H -0.7268 -3.8530 3.2584 0.0022
O -2.4082 0.3348 1.3775 0.0522